# 1
C3H6N2O | ωB97M-V/def2-TZVPD

Calculated values
Kohn-Sham gap	10.80	eV
relative energy (zero: lowest compared OMol25 entry of this formula, charge and spin)	1.899	eV
SMILES string	N=C=N.CC=O
E_HOMO	-9.942	eV
largest force on an atom	0.679	eV/A
total energy	-8234.8002	eV
spin multiplicity	1

XYZ file:
```
12
Properties=species:S:1:pos:R:3:forces:R:3:mulliken_charge:R:1
N -1.2633 0.8760 -1.9709 0.3 -0.4 0.0 -0.60
C -0.4549 -0.0018 -1.7113 -0.1 -0.1 -0.2 0.65
N 0.2251 -1.0045 -1.5189 -0.4 0.4 -0.3 -0.59
H -1.4399 1.6313 -1.3230 0.1 -0.1 0.0 0.30
H 1.2079 -0.9673 -1.7634 0.0 0.0 0.0 0.29
C -0.3166 0.2088 1.3352 0.0 0.0 0.0 -0.85
C 0.9755 -0.4676 0.9324 0.2 0.3 0.2 0.18
O 1.9725 0.1276 0.5936 -0.4 -0.2 0.2 -0.51
H -0.5250 1.0979 0.7326 0.2 -0.1 0.1 0.16
H -0.1830 0.5466 2.3670 -0.1 0.0 0.0 0.33
H -1.1695 -0.4758 1.2987 0.2 0.1 0.0 0.30
H 0.9713 -1.5714 1.0279 0.1 0.1 0.0 0.34
```
Forces are in eV/Å.

---

# 2
C40H53GeLiN3O2Si4 | ωB97M-V/def2-TZVPD

Calculated values
Kohn-Sham gap	4.99	eV
E_HOMO	-3.392	eV
largest force on an atom	0.800	eV/A
net charge	-1
total energy	-139143.7678	eV
spin multiplicity	1

XYZ file:
```
104
Properties=species:S:1:pos:R:3:forces:R:3:mulliken_charge:R:1
Li -0.3753 0.0526 -0.5777 0.2 -0.2 0.6 0.88
C 3.6392 0.9225 1.3845 0.1 -0.1 -0.2 -0.91
Si 2.2331 0.8702 2.6509 0.1 0.0 0.1 0.08
C 1.4958 2.6068 2.6200 -0.1 0.1 -0.1 -0.65
C 3.0698 0.6671 4.3372 0.1 -0.1 0.2 -1.07
Si 0.6725 -0.7164 2.0136 -0.1 0.0 -0.4 -0.02
Si 1.7053 -2.7588 2.3279 0.0 0.0 0.1 0.38
C 2.4046 -3.2835 4.0074 0.1 0.0 0.2 -1.14
C 0.4961 -4.1638 1.8811 -0.1 -0.1 -0.1 -1.23
C 3.1885 -2.9089 1.1464 0.1 0.0 -0.2 -0.99
Si -1.0395 -0.6584 3.5666 0.0 0.0 0.1 0.09
C -1.7796 1.0752 3.6845 0.0 0.2 -0.1 -0.74
C -0.6882 -1.2001 5.3464 0.1 -0.1 0.1 -1.07
C -2.4361 -1.7786 2.9614 -0.1 -0.1 -0.1 -1.11
H 4.3786 1.6923 1.6394 -0.1 -0.1 0.0 0.37
H 3.2324 1.1518 0.3912 0.1 0.0 0.1 0.03
H 4.1575 -0.0424 1.3178 -0.1 0.1 0.0 0.20
H 2.2836 3.3641 2.7324 0.0 -0.1 0.0 0.51
H 0.7599 2.7538 3.4204 0.1 0.0 -0.1 0.38
H 0.9849 2.7577 1.6588 0.1 0.0 0.1 -0.27
H 3.7965 1.4650 4.5432 -0.1 -0.1 0.0 0.37
H 3.5945 -0.2957 4.3829 0.0 0.1 0.0 0.22
H 2.3202 0.6674 5.1378 0.1 0.0 -0.1 0.23
H 1.6143 -3.2990 4.7669 0.1 0.0 -0.1 0.22
H 3.1680 -2.5727 4.3452 -0.1 -0.1 0.0 0.27
H 2.8612 -4.2823 3.9654 0.0 0.1 0.0 0.33
H -0.1019 -4.4382 2.7579 0.0 0.0 -0.1 0.43
H 1.0178 -5.0732 1.5477 -0.1 0.1 0.1 0.36
H -0.2078 -3.8486 1.1000 0.1 -0.1 0.1 0.27
H 4.0369 -2.3391 1.5418 -0.1 -0.1 0.0 0.42
H 2.9527 -2.4874 0.1601 0.1 -0.1 0.1 0.09
H 3.5189 -3.9490 1.0175 0.0 0.1 0.0 0.40
H -1.1050 1.7674 4.2023 -0.1 -0.1 -0.1 0.25
H -2.7379 1.0665 4.2180 0.1 0.0 0.0 0.51
H -1.9515 1.4713 2.6754 0.0 0.0 0.2 -0.19
H 0.0803 -0.5633 5.8011 -0.1 -0.1 0.0 0.24
H -0.3095 -2.2301 5.3607 -0.1 0.1 0.0 0.20
H -1.5891 -1.1570 5.9726 0.1 0.0 -0.1 0.35
H -2.7248 -1.4866 1.9447 0.0 0.0 0.1 0.24
H -3.3205 -1.7121 3.6080 0.1 0.0 0.0 0.39
H -2.1130 -2.8276 2.9310 -0.1 0.1 0.0 0.25
O -2.1548 0.6402 -0.4751 -0.1 0.6 0.1 -0.93
C -1.6931 1.7663 -0.1192 0.1 -0.2 -0.2 1.17
O -0.4582 2.0280 -0.0994 -0.4 -0.3 0.0 0.16
C -2.6669 2.8735 0.2750 0.1 0.0 0.1 -1.64
C -1.9832 4.0412 0.9907 0.0 -0.2 -0.1 -0.75
Ge -0.8527 5.1655 -0.1339 0.0 0.2 -0.1 1.50
C -0.0324 6.5085 1.0355 0.0 0.1 0.1 -0.30
C -0.1691 7.8766 0.7891 0.1 0.0 0.1 -0.42
C 0.4279 8.8158 1.6246 0.0 -0.1 0.0 -0.62
C 1.1739 8.3987 2.7203 0.0 0.0 -0.1 -0.46
C 1.3170 7.0408 2.9806 0.0 0.0 0.0 -0.59
C 0.7167 6.1054 2.1460 -0.1 0.0 0.0 0.06
C -2.0773 6.1404 -1.3319 -0.1 0.0 -0.1 -0.33
C -3.2314 6.7187 -0.7927 0.0 0.0 -0.1 -0.39
C -4.1352 7.4082 -1.5913 0.0 0.0 0.0 -0.68
C -3.9025 7.5298 -2.9565 0.0 0.0 0.0 -0.43
C -2.7597 6.9689 -3.5102 0.0 0.0 0.0 -0.59
C -1.8560 6.2836 -2.7031 0.0 0.1 0.1 -0.22
C 0.5637 4.3869 -1.2253 0.1 -0.1 -0.1 -0.10
C 1.9026 4.6314 -0.9288 -0.1 0.0 -0.1 -0.13
C 2.9183 4.0499 -1.6835 0.0 0.0 0.0 -0.76
C 2.6041 3.2251 -2.7540 0.0 0.0 0.1 -0.32
C 1.2704 2.9731 -3.0631 -0.1 0.1 0.0 -1.04
C 0.2614 3.5425 -2.2987 0.1 0.1 -0.1 0.20
H -3.4329 2.4154 0.9038 0.0 0.0 0.0 0.44
H -3.1768 3.2011 -0.6381 0.0 0.0 0.0 0.46
H -1.3755 3.6636 1.8153 0.0 0.0 0.0 0.26
H -2.7230 4.7265 1.4143 0.0 0.0 0.0 0.75
H -0.7464 8.2151 -0.0652 0.0 0.0 0.0 0.29
H 0.3098 9.8742 1.4190 0.0 0.0 0.0 0.38
H 1.6410 9.1297 3.3703 0.0 0.0 0.0 0.36
H 1.8939 6.7090 3.8372 0.0 0.0 0.0 0.44
H 0.8266 5.0475 2.3700 0.0 0.1 0.0 0.29
H -3.4274 6.6345 0.2722 0.0 0.0 0.0 0.28
H -5.0218 7.8505 -1.1498 0.0 0.0 0.0 0.38
H -4.6088 8.0602 -3.5843 0.0 0.0 0.0 0.36
H -2.5693 7.0644 -4.5737 0.0 0.0 0.0 0.39
H -0.9593 5.8696 -3.1490 0.0 -0.1 0.0 0.38
H 2.1619 5.2782 -0.0982 0.0 0.0 0.0 0.33
H 3.9549 4.2384 -1.4293 0.0 0.0 0.0 0.40
H 3.3946 2.7725 -3.3424 0.0 0.0 0.0 0.40
H 1.0183 2.3251 -3.8956 0.0 0.0 0.0 0.41
H -0.7730 3.3032 -2.5265 0.1 0.0 0.0 0.54
N 4.6627 -9.0914 -3.0934 0.1 -0.3 -0.1 -0.53
C 4.2094 -8.0462 -2.9654 -0.3 0.6 0.1 0.03
C 3.6418 -6.7248 -2.8062 0.2 -0.3 -0.1 0.53
C 2.8221 -6.4350 -1.7249 -0.2 0.0 0.3 -1.00
C 2.2919 -5.1664 -1.5698 -0.1 -0.2 0.2 0.35
C 2.5693 -4.1842 -2.5081 -0.1 0.2 0.0 0.55
C 3.3790 -4.4697 -3.5956 0.1 -0.1 -0.2 -0.42
C 3.9197 -5.7356 -3.7393 0.1 0.2 -0.2 -0.87
N 2.0244 -2.8897 -2.3536 0.2 -0.2 0.0 0.32
C 2.6019 -1.6916 -2.7507 -0.2 -0.1 0.1 -0.49
C 1.7527 -0.7242 -2.3254 -0.1 0.0 0.1 -0.26
N 0.6704 -1.2972 -1.6708 0.3 0.6 -0.4 -0.77
C 0.8707 -2.5781 -1.6952 0.0 -0.1 -0.1 -0.55
H 2.6156 -7.2026 -0.9898 0.0 0.1 0.0 0.44
H 1.6871 -4.9306 -0.7033 0.1 0.0 0.0 0.18
H 3.5692 -3.7093 -4.3419 0.0 0.0 0.0 0.45
H 4.5520 -5.9671 -4.5867 0.0 0.0 0.0 0.44
H 3.5536 -1.6441 -3.2518 -0.1 0.0 0.1 0.40
H 1.8584 0.3497 -2.4159 0.0 -0.2 0.0 0.17
H 0.2125 -3.3217 -1.2671 0.1 0.1 -0.1 0.51
```
Forces are in eV/Å.

---

# 3
C35H33ClN4ReS2Si2 | ωB97M-V/def2-TZVPD

Calculated values
Kohn-Sham gap (alpha / beta)	7.54 / 4.60	eV
relative energy (zero: lowest compared OMol25 entry of this formula, charge and spin)	0.000	eV
E_HOMO (alpha / beta)	-12.863 / -12.860	eV
largest force on an atom	9.649	eV/A
net charge	+2
total energy	-94855.5704	eV
spin multiplicity	4

XYZ file:
```
78
Properties=species:S:1:pos:R:3:forces:R:3:mulliken_spin:R:1
C 1.9117 3.5256 3.3620 1.5 0.8 1.1 0.12
C 1.5541 2.1755 3.6748 0.6 -0.3 1.2 -0.08
C 2.1706 1.3237 2.7016 1.5 -1.2 0.4 0.00
H 1.0095 1.8489 4.5551 0.0 0.1 -0.3 0.01
C 2.8818 2.1475 1.7719 2.6 -0.1 0.5 0.08
C 2.7149 3.5107 2.1801 2.3 -0.1 1.1 -0.05
H 3.1951 4.3703 1.7294 -0.3 -0.1 -0.1 0.01
H 1.6506 4.4039 3.9430 -0.1 -0.1 -0.3 0.01
H 2.1545 0.2429 2.7122 0.0 0.1 -0.2 0.01
H 3.4887 1.8030 0.9434 -0.2 0.0 0.0 0.01
Re 0.8727 2.6232 1.7701 -8.6 3.7 -2.4 2.06
Si -0.1843 0.9735 0.2613 -0.3 -2.3 -1.1 0.25
C -1.2697 -0.2336 1.1757 0.0 0.7 0.4 0.09
C -2.5603 -0.5522 0.7354 0.0 -0.1 0.1 0.04
H -2.9837 -0.0191 -0.1170 0.1 -0.3 0.1 0.00
C -3.2723 -1.5790 1.3581 -0.1 0.0 -0.1 0.00
H -4.2153 -1.9186 0.9276 0.2 0.2 0.2 0.00
C -2.7707 -2.2034 2.5031 0.3 0.1 -0.2 0.02
H -3.3185 -3.0242 2.9721 0.1 0.4 -0.1 0.00
C -1.5324 -1.7994 3.0093 0.2 -0.1 0.1 -0.01
H -1.1226 -2.2568 3.9084 -0.2 0.0 -0.2 0.00
C -0.7736 -0.8399 2.3357 -0.2 -0.4 0.3 0.01
H 0.2294 -0.5989 2.7032 -0.4 -0.1 -0.1 -0.03
C 1.3232 0.0783 -0.4414 -0.2 0.8 0.2 0.07
C 1.8004 -1.1316 0.0703 0.4 0.0 0.1 0.08
H 1.2480 -1.6499 0.8533 0.1 0.0 -0.2 0.00
C 3.0052 -1.6643 -0.3970 -0.2 -0.1 0.1 0.00
H 3.3679 -2.5998 0.0254 -0.1 0.1 -0.2 0.00
C 3.7412 -1.0035 -1.3798 -0.1 0.2 0.0 0.05
H 4.6599 -1.4448 -1.7725 -0.3 0.2 0.2 0.00
C 3.2795 0.2209 -1.8721 -0.1 0.0 -0.2 -0.02
H 3.8601 0.7635 -2.6166 -0.1 -0.2 0.1 0.00
C 2.0702 0.7455 -1.4235 0.5 0.0 0.1 0.03
H 1.6975 1.6859 -1.8302 0.1 -0.1 0.0 0.00
H -0.9864 1.8252 -0.6457 0.2 0.2 0.0 0.08
Si -1.4153 -2.1267 -3.2167 -0.4 -0.8 -0.8 0.00
C 0.2154 -2.8194 -3.7525 0.4 0.1 -0.1 0.00
C 0.4459 -4.2060 -3.7758 0.3 0.1 0.0 0.00
H -0.3501 -4.9011 -3.4954 0.3 0.2 -0.1 0.00
C 1.6982 -4.7097 -4.1430 0.0 0.2 0.0 0.00
H 1.8674 -5.7877 -4.1601 -0.1 0.3 0.0 0.00
C 2.7358 -3.8350 -4.4868 -0.3 0.1 0.0 0.00
H 3.7243 -4.2235 -4.7478 -0.4 0.1 0.1 0.00
C 2.4972 -2.4561 -4.5029 0.0 -0.1 0.1 0.00
H 3.2934 -1.7674 -4.7882 -0.2 -0.2 0.0 0.00
C 1.2459 -1.9533 -4.1455 0.3 -0.3 0.0 0.00
H 1.0823 -0.8748 -4.1624 0.0 -0.2 0.0 0.00
C -2.2185 -3.3507 -2.0872 -0.4 0.2 0.1 0.00
C -1.6829 -3.7178 -0.8472 -0.4 -0.4 0.1 0.00
H -0.8296 -3.1789 -0.4283 -0.1 -0.2 -0.1 0.00
C -2.2494 -4.7791 -0.1332 0.1 0.1 0.0 0.00
H -1.8381 -5.0527 0.8407 -0.1 0.0 -0.3 0.00
C -3.3366 -5.4893 -0.6543 0.0 0.3 -0.2 0.00
H -3.7452 -6.3444 -0.1095 0.1 0.3 -0.2 0.00
C -3.8969 -5.0977 -1.8763 0.0 0.0 0.1 0.00
H -4.7533 -5.6396 -2.2823 0.3 0.2 0.1 0.00
C -3.3527 -4.0208 -2.5804 0.2 -0.2 0.3 0.00
H -3.7846 -3.7098 -3.5345 0.1 -0.2 0.3 0.00
H -2.3105 -1.7865 -4.3539 0.1 -0.2 0.2 0.00
Cl -1.1139 -0.2537 -2.4177 0.0 0.5 0.2 0.01
N -1.6736 1.9934 4.3379 0.1 0.0 -0.1 0.02
C -1.8127 3.1006 3.5946 -0.5 1.1 -0.1 0.03
N -1.0647 3.5110 2.5624 0.6 -1.5 0.6 0.04
C -1.4347 4.7728 2.1133 -2.0 0.1 1.7 0.00
C -2.5006 5.3146 2.8028 1.4 -0.1 -1.3 0.01
S -3.0825 4.2635 4.0312 1.0 -0.6 -0.6 0.00
C -0.6306 5.3358 1.0799 0.4 2.1 -1.4 0.02
C -0.7063 6.5872 0.4947 -0.5 -1.7 1.1 0.01
S 0.5250 6.8112 -0.6847 0.1 -1.0 0.6 0.00
C 1.1603 5.2055 -0.2805 -1.0 0.9 0.3 0.01
N 0.4334 4.5621 0.6386 1.3 -0.9 -0.7 0.01
N 2.2981 4.8093 -0.8566 0.1 -0.2 -0.1 0.02
H -2.2666 1.9209 5.1576 0.2 -0.3 -0.3 0.00
H -1.1460 1.1826 4.0236 -0.4 0.3 0.0 0.01
H -2.8981 6.2948 2.5781 -0.2 -0.2 0.3 0.00
H -1.4600 7.3159 0.7671 0.3 0.1 -0.4 0.00
H 2.7043 5.4406 -1.5359 0.2 -0.4 0.1 0.00
H 2.7305 3.9113 -0.6693 -0.2 0.3 -0.2 0.00
```
Forces are in eV/Å.

---

# 4
CHBrCl2 | ωB97M-V/def2-TZVPD

Calculated values
Kohn-Sham gap (alpha / beta)	8.96 / 7.24	eV
relative energy (zero: lowest compared OMol25 entry of this formula, charge and spin)	0.282	eV
E_HOMO (alpha / beta)	-8.083 / -10.990	eV
largest force on an atom	3.805	eV/A
total energy	-96137.2777	eV
spin multiplicity	3

XYZ file:
```
5
Properties=species:S:1:pos:R:3:forces:R:3:mulliken_spin:R:1
C -0.5156 0.1980 -0.4544 -2.5 0.2 2.6 0.76
Cl 0.4619 0.0279 -1.6798 2.0 -1.1 -3.0 0.16
Cl -1.5636 -0.9008 0.3195 0.1 -0.6 -0.6 0.09
Br 1.9637 -0.3301 1.6440 0.1 0.0 0.0 0.98
H -0.3464 1.0050 0.1707 0.3 1.6 0.9 0.00
```
Forces are in eV/Å.

---

# 5
C22H24N5Pd | ωB97M-V/def2-TZVPD

Calculated values
Kohn-Sham gap	6.06	eV
relative energy (zero: lowest compared OMol25 entry of this formula, charge and spin)	0.023	eV
E_HOMO	-2.882	eV
largest force on an atom	0.413	eV/A
net charge	-1
total energy	-34134.5596	eV
spin multiplicity	1

XYZ file:
```
52
Properties=species:S:1:pos:R:3:forces:R:3:mulliken_charge:R:1
Pd 0.6738 -0.5772 -0.2948 -0.4 0.2 0.0 -0.64
C -2.8031 -3.8775 -1.0021 0.1 0.0 0.0 -0.86
C -1.6018 -3.2011 -0.7090 0.0 0.0 0.0 -0.23
N -1.4989 -1.8949 -0.6850 0.0 0.1 0.1 0.17
C -2.5925 -1.1299 -0.9473 0.2 0.0 0.1 -0.30
C -3.8239 -1.7205 -1.3143 -0.2 0.0 -0.1 1.52
C -3.8985 -3.1321 -1.3150 -0.1 0.0 0.0 -0.62
C -4.9376 -0.9236 -1.6808 0.1 -0.1 0.0 -0.99
C -4.7812 0.4352 -1.6828 0.1 0.1 0.0 -0.71
C -3.5890 1.0499 -1.2818 0.0 0.1 0.0 -0.66
C -2.4634 0.3272 -0.8580 0.0 -0.2 0.0 -0.06
N -1.2796 0.8231 -0.4710 -0.2 0.2 0.0 -0.13
C -1.0991 2.1058 -0.0831 0.2 0.0 0.0 -0.05
C -2.0223 2.9283 0.5625 -0.1 0.1 0.0 -0.65
C -1.7161 4.2372 0.9702 -0.1 -0.1 0.0 -0.70
C -0.4915 4.7992 0.7449 0.1 -0.1 -0.1 -0.98
C 0.5069 4.0045 0.1233 0.0 0.3 0.1 1.61
C 1.8051 4.5066 -0.1268 0.0 0.0 0.0 -0.70
C 2.7515 3.7032 -0.6879 0.0 -0.1 0.0 -0.69
C 2.3994 2.3699 -0.9894 0.0 0.0 0.0 -0.43
N 1.2029 1.8798 -0.7900 -0.1 -0.1 0.1 -0.14
C 0.2342 2.6738 -0.2579 0.0 -0.2 -0.1 0.01
H -2.8300 -4.9597 -0.9956 0.0 0.0 0.0 0.37
H -0.6941 -3.7606 -0.5058 0.0 0.0 0.0 0.49
H -4.8409 -3.6029 -1.5755 0.0 0.0 0.0 0.36
H -5.8671 -1.3995 -1.9682 0.0 0.0 0.0 0.31
H -5.6028 1.0720 -1.9955 0.0 0.0 0.0 0.34
H -3.5291 2.1272 -1.3250 0.0 0.0 0.0 0.58
H -3.0026 2.5334 0.7877 0.0 0.0 0.0 0.61
H -2.4884 4.8085 1.4752 0.0 0.0 0.0 0.35
H -0.2618 5.8149 1.0429 0.0 0.0 0.0 0.32
H 2.0305 5.5336 0.1412 0.0 0.0 0.0 0.36
H 3.7556 4.0532 -0.8903 0.0 0.0 0.0 0.38
H 3.1387 1.6782 -1.3805 0.0 0.0 0.0 0.50
N 3.7392 -0.6281 -0.4570 0.0 -0.1 0.0 -0.44
C 3.9566 -0.4455 0.9726 0.0 0.1 0.0 -0.71
C 3.5172 -1.5795 1.9019 0.1 -0.1 0.1 -0.57
C 2.0100 -1.8359 2.0443 -0.1 0.2 0.1 0.09
C 1.5626 -3.2285 1.6173 0.0 -0.1 0.0 -0.79
N 1.6591 -3.5036 0.1835 0.0 0.1 0.0 -0.53
H 4.0492 -1.5534 -0.7368 0.1 0.0 0.0 0.31
H 2.7206 -0.6056 -0.6558 0.1 0.0 0.0 0.14
H 3.4436 0.4769 1.2621 0.0 0.0 0.0 0.24
H 5.0262 -0.2709 1.1367 0.0 0.0 0.0 0.44
H 3.9420 -1.3648 2.8887 0.0 0.0 0.0 0.32
H 4.0158 -2.5039 1.5746 0.0 0.0 0.0 0.35
H 1.3978 -1.0838 1.4790 0.2 0.0 -0.1 -0.07
H 1.7111 -1.6842 3.0868 0.0 0.0 0.0 0.38
H 0.5209 -3.3788 1.9124 0.0 0.0 0.0 0.31
H 2.1534 -3.9842 2.1495 0.0 0.0 0.0 0.43
H 1.1649 -2.7284 -0.2925 0.0 -0.1 0.0 0.05
H 2.6266 -3.3832 -0.1016 0.0 -0.1 0.0 0.33
```
Forces are in eV/Å.

---

# 6
C3H4N4O2 | ωB97M-V/def2-TZVPD

Calculated values
Kohn-Sham gap	9.42	eV
relative energy (zero: lowest compared OMol25 entry of this formula, charge and spin)	1.152	eV
SMILES string	Nn1c(=O)cn[nH]c1=O
E_HOMO	-9.547	eV
largest force on an atom	3.256	eV/A
total energy	-13229.7635	eV
spin multiplicity	1

XYZ file:
```
13
Properties=species:S:1:pos:R:3:forces:R:3:mulliken_charge:R:1
N -2.0350 0.3643 -0.2499 0.6 -2.0 1.7 -0.82
N -0.7178 -0.0499 -0.0822 2.2 -0.4 -1.3 0.34
C 0.1054 0.0083 -1.2376 -0.9 0.7 0.9 0.74
O -0.3811 0.4061 -2.3037 1.2 -1.0 1.5 -0.65
C 1.5341 -0.2902 -0.8864 -1.8 0.2 0.5 -0.24
N 1.9612 -0.4699 0.3301 0.7 0.0 -3.2 -0.69
N 1.1076 -0.4971 1.3430 1.3 0.0 -1.8 0.18
C -0.2199 -0.2283 1.1973 -1.3 0.0 1.1 0.59
O -0.9372 -0.1493 2.1645 -0.6 0.3 0.4 -0.61
H -2.0381 0.6765 -1.1818 -0.5 1.3 -1.2 0.27
H -2.1757 0.9452 0.5484 -0.9 1.0 0.0 0.21
H 2.0987 -0.2352 -1.7919 1.3 -0.2 0.2 0.41
H 1.6978 -0.4803 2.1502 -1.2 0.0 1.2 0.27
```
Forces are in eV/Å.